Entry from the OMol25 dataset: a structure of composition C5H8Ag4Br4O3 at a distorted geometry (the ωB97M-V functional and the def2-TZVPD basis).

Geometry as ORCA input:
```
! RIJCOSX wB97M-V def2-TZVPD def2/J DEFGRID3
* xyz 2 1
Ag -2.4123 -3.8216 0.3663
Ag 0.0033 -3.2804 -2.1550
Ag -0.8345 0.9430 -2.9288
Ag -4.0241 -1.3892 -1.8306
C -1.0317 -1.0065 -0.9183
O -1.1149 -1.9999 -0.1831
O 0.0445 -0.8035 -1.5247
O -2.0305 -0.3020 -1.1681
Br -1.5572 2.3733 3.6031
C -1.0966 2.9587 1.7857
C -1.9969 2.3827 0.6974
Br -1.2392 2.9664 -1.1166
H -0.1587 2.4468 1.5700
H -1.0725 4.0411 1.6596
H -3.0520 2.6325 0.8092
H -1.8158 1.3079 0.7104
Br 3.7377 -0.3456 1.9797
C 2.6353 -0.4929 0.3760
C 2.8716 -1.8265 -0.2561
Br 4.7114 -2.0461 -1.0440
H 2.8264 0.2615 -0.3872
H 1.6028 -0.3563 0.6975
H 2.2467 -1.9527 -1.1403
H 2.7574 -2.6909 0.3981
*
```

Results
- HOMO: -14.03 eV
- Maximum force: 5.59 eV Å⁻¹
- E: -11304.24799 hartree
- Relative energy (zero: lowest compared OMol25 entry of this formula, charge and spin): 43.6 kcal per mole

These are the natural (NBO) partial charges, in e, on atoms 1 to 8: atom 1 (Ag): 0.955, atom 2 (Ag): 0.966, atom 3 (Ag): 0.903, atom 4 (Ag): 0.945, atom 5 (C): 0.928, atom 6 (O): -0.959, atom 7 (O): -0.876, atom 8 (O): -0.928

---

Entry from the OMol25 dataset: a structure of composition C44H38BBr2N12O7Ti at a distorted geometry (the ωB97M-V functional and the def2-TZVPD basis).

Geometry as ORCA input:
```
! RIJCOSX wB97M-V def2-TZVPD def2/J DEFGRID3
* xyz -1 1
Ti 0.6788 -0.2084 -0.8059
Br 6.6834 0.2368 4.2535
C 5.2632 -0.2057 3.0842
C 4.0898 -0.7238 3.5992
C 3.0865 -1.0121 2.6863
N 3.2201 -0.8086 1.3840
C 4.3485 -0.3288 0.8993
C 5.4211 -0.0025 1.7267
C 4.3777 -0.1863 -0.5985
C 5.5517 0.1622 -1.2422
C 5.5692 0.2172 -2.6244
Br 7.1520 0.7295 -3.5214
C 4.4375 -0.1000 -3.3275
C 3.3066 -0.4254 -2.5923
N 3.2447 -0.4502 -1.2589
H 3.9593 -0.8967 4.6573
H 2.1335 -1.4260 3.0069
H 6.3472 0.4068 1.3561
H 6.4528 0.3792 -0.6927
H 4.4030 -0.0824 -4.4060
H 2.3952 -0.6684 -3.1128
C -3.8844 2.7648 4.1955
C -4.4877 1.5889 3.4763
C -5.7626 1.1309 3.7813
C -6.3214 0.0457 3.1192
C -5.6007 -0.5826 2.1136
C -4.3320 -0.1371 1.7720
C -3.7674 0.9332 2.4701
N -2.4837 1.4314 2.1520
C -1.4416 0.7204 1.5635
N -1.3805 -0.5661 1.9729
C -0.4814 -1.6348 1.7349
C 0.5353 -1.5943 0.7842
C 1.3241 -2.7550 0.6937
C 1.1216 -3.8743 1.4755
C 0.0804 -3.8753 2.3987
C -0.7326 -2.7680 2.5419
C -1.8833 -2.8049 3.5179
N -0.6164 1.2860 0.7448
C -0.8204 2.6854 0.5297
C -0.0832 3.5887 1.2945
C -0.1857 4.9590 1.1051
C -1.0504 5.4476 0.1385
C -1.8236 4.5552 -0.5885
C -1.7487 3.1757 -0.4012
C -2.7266 2.2846 -1.1155
H -4.5328 3.0921 5.0078
H -3.7370 3.6204 3.5278
H -2.9059 2.5126 4.6114
H -6.3243 1.6337 4.5617
H -7.3157 -0.2959 3.3792
H -6.0299 -1.4130 1.5664
H -3.7943 -0.5996 0.9418
H -2.3819 2.4321 2.1078
H -2.0985 -0.7891 2.6382
H 2.1272 -2.7766 -0.0351
H 1.7502 -4.7494 1.3547
H -0.1218 -4.7577 2.9968
H -1.9095 -3.7677 4.0272
H -2.8461 -2.6749 3.0134
H -1.8027 -2.0311 4.2899
H 0.5948 3.1999 2.0447
H 0.4168 5.6323 1.7027
H -1.1338 6.5130 -0.0377
H -2.5242 4.9311 -1.3263
H -3.0395 2.7383 -2.0562
H -3.6184 2.1407 -0.4960
H -2.3261 1.2978 -1.3141
B 1.9327 2.7653 -2.9503
N 0.5915 2.0842 -3.2942
C -0.2572 2.5045 -4.2413
C -1.1572 1.4884 -4.5084
C -0.7811 0.4644 -3.6400
N 0.2756 0.8259 -2.9115
N 2.2891 2.5693 -1.4259
C 3.1809 3.3378 -0.7947
C 3.2304 2.9770 0.5426
C 2.2914 1.9601 0.6433
N 1.7348 1.7099 -0.5443
H 1.8127 3.9537 -3.1563
H 2.8294 2.2857 -3.6215
H -0.1417 3.4841 -4.6768
H -1.9793 1.4947 -5.2043
H -1.2356 -0.5036 -3.5021
H 3.7064 4.1053 -1.3400
H 3.8360 3.4029 1.3248
H 1.9734 1.4004 1.5087
O -1.9789 -6.9513 -3.6900
N -2.4866 -5.9677 -3.1810
O -3.6712 -5.8700 -2.9284
C -1.6031 -4.8424 -2.8153
C -2.1444 -3.7712 -2.1444
C -1.3175 -2.6863 -1.8010
C 0.0692 -2.7032 -2.1856
O 0.8427 -1.6639 -1.9432
C 0.5384 -3.8526 -2.8279
C -0.2740 -4.9234 -3.1684
N 1.9663 -4.0044 -3.1671
O 2.7830 -3.2752 -2.6368
O 2.2622 -4.8565 -3.9875
N -1.8501 -1.6828 -1.0963
O -3.0845 -1.6827 -0.6341
O -1.1460 -0.5585 -0.9191
H -3.1836 -3.7340 -1.8608
H 0.1306 -5.7849 -3.6689
*
```

Results
- HOMO (spin up / spin down): -3.21 / -3.20 eV
- Maximum force: 1.71 eV Å⁻¹
- E: -8905.58393 hartree
- Relative energy (zero: lowest compared OMol25 entry of this formula, charge and spin): 58.2 kcal per mole

These are the Mulliken partial charges, in e, on atoms 1 to 8: atom 1 (Ti): -0.658, atom 2 (Br): -0.189, atom 3 (C): -0.323, atom 4 (C): -0.999, atom 5 (C): -0.005, atom 6 (N): 0.343, atom 7 (C): 0.652, atom 8 (C): -0.905

---

Entry from the OMol25 dataset: a structure of composition C15H24N4ORuS5Si2 at a distorted geometry (the ωB97M-V functional and the def2-TZVPD basis).

Geometry as ORCA input:
```
! RIJCOSX wB97M-V def2-TZVPD def2/J DEFGRID3
* xyz -1 2
Ru 0.6013 1.2343 0.5103
O 1.4319 2.2483 7.4450
C 1.3473 2.1350 6.2479
S 0.0645 2.8632 5.2755
C 0.6073 2.2724 3.7103
C 1.7213 1.5036 3.6930
S 2.4375 0.8043 2.3022
S 2.4820 1.2124 5.2545
S -0.3144 2.7191 2.3362
N -1.0669 1.3137 -4.4733
C -1.2741 1.8089 -3.2114
C -0.9421 1.0696 -2.0740
N -1.0945 1.5638 -0.8495
C -1.5980 2.8052 -0.7545
C -1.9300 3.5182 -1.8855
N -1.7772 3.0387 -3.1191
H -0.9549 0.3238 -4.5953
H -1.4876 1.8365 -5.2203
H -0.5716 0.0541 -2.1396
H -1.7647 3.1956 0.2379
H -2.3433 4.5160 -1.8098
S 3.6454 4.6280 0.0501
C 2.5317 3.5140 -0.2141
N 1.7242 2.6929 -0.4799
C 0.4364 -2.4200 -2.5381
Si 1.3701 -1.6853 -1.0535
C 2.4993 -0.2944 -1.6725
C 2.4529 -3.1223 -0.4529
C 0.3282 -1.0232 0.3444
Si -1.3774 -1.6580 0.7663
C -1.1626 -3.0736 2.0155
C -2.4664 -0.3412 1.5841
C -2.3638 -2.3569 -0.6969
H 1.1414 -2.6112 -3.3508
H -0.3584 -1.7797 -2.9299
H -0.0210 -3.3738 -2.2665
H 3.3692 -0.6481 -2.2321
H 2.8744 0.2631 -0.8097
H 1.9625 0.4144 -2.3086
H 3.0933 -3.4961 -1.2563
H 1.8267 -3.9491 -0.1073
H 3.0914 -2.8189 0.3792
H 0.9364 -1.1281 1.2524
H -0.5804 -2.7315 2.8741
H -0.6243 -3.9115 1.5647
H -2.1243 -3.4418 2.3820
H -1.8688 0.2677 2.2650
H -3.2910 -0.7777 2.1546
H -2.8908 0.3320 0.8377
H -1.8769 -3.2327 -1.1310
H -2.4924 -1.6160 -1.4908
H -3.3585 -2.6577 -0.3597
*
```

Results
- HOMO (spin up / spin down): -4.04 / -4.17 eV
- Maximum force: 2.50 eV Å⁻¹
- E: -3545.21118 hartree
- Relative energy (zero: lowest compared OMol25 entry of this formula, charge and spin): 56.9 kcal per mole

These are the natural (NBO) partial charges, in e, on atoms 1 to 8: atom 1 (Ru): 0.725, atom 2 (O): -0.593, atom 3 (C): 0.189, atom 4 (S): 0.311, atom 5 (C): -0.451, atom 6 (C): -0.393, atom 7 (S): -0.148, atom 8 (S): 0.322

---

Q: Which value of relative energy (zero: lowest compared OMol25 entry of this formula, charge and spin) does entry 3 give?
A: 56.9 kcal per mole